This record from the OMol25 dataset describes C16H21ClN2O4 in the gas phase. The level of theory is ωB97M-V/def2-TZVPD.

The calculation puts the HOMO energy at -8.23 eV. As for the net charge: 0. The calculation puts the LUMO energy at 0.021 hartree. Its structure (SMILES) is CCOC(=O)N1CCN(C(=O)COc2ccc(Cl)c(C)c2)CC1. The calculated total energy is -1492.9936 a.u. Its gap between HOMO and LUMO is 8.797 eV.

```
44
Properties=species:S:1:pos:R:3:nbo_charge:R:1
H -2.839 0.303 -0.944 0.2083
H -5.076 -2.786 0.983 0.2253
C -5.023 -1.782 0.595 -0.2444
C -3.834 -1.354 0.006 0.3252
O 4.850 -0.578 -0.988 -0.6630
H 2.846 0.429 2.079 0.2424
H 0.344 0.768 1.712 0.2549
H 2.023 -2.510 0.006 0.1919
H -7.021 -1.254 1.140 0.2269
H 6.410 1.510 1.601 0.1878
N 3.055 -0.747 0.378 -0.4539
C 4.261 -0.243 0.013 0.8958
H 6.902 2.805 -0.475 0.2168
O -1.427 -0.567 1.456 -0.6067
H 1.444 -0.005 -1.659 0.2037
C 2.249 -0.246 1.469 -0.2264
H -5.486 2.374 -1.713 0.2269
H -1.642 -1.492 -1.547 0.1922
C -0.900 -0.909 0.420 0.6556
H 1.332 1.363 0.347 0.1942
H 5.247 3.125 0.066 0.2073
O -2.842 -2.288 -0.061 -0.4777
C -3.751 -0.061 -0.496 -0.3197
H -3.746 2.391 -1.377 0.2108
C -1.578 -1.908 -0.531 -0.1656
C 1.109 -0.876 -1.085 -0.2238
H -4.904 2.928 -0.150 0.2284
C -6.000 0.359 0.178 -0.1007
H 5.542 2.024 -1.292 0.2240
H -1.000 -2.837 -0.557 0.2172
H 1.922 -1.094 2.080 0.1987
H 0.548 -1.534 -1.744 0.2149
H 3.019 -1.886 -1.341 0.2522
C 1.020 0.476 0.907 -0.2386
C 6.020 1.193 0.632 -0.0676
N 0.294 -0.408 0.014 -0.4451
C 5.919 2.367 -0.331 -0.6354
C 2.340 -1.610 -0.533 -0.2295
C -4.827 0.814 -0.414 0.0821
H 6.659 0.413 0.208 0.2010
C -4.728 2.208 -0.948 -0.6484
O 4.737 0.636 0.920 -0.5268
C -6.101 -0.928 0.681 -0.1999
Cl -7.367 1.416 0.297 -0.0115
```


This record from the OMol25 dataset describes 2 unconnected molecules or ions with the total composition C4H13NO. The level of theory is ωB97M-V/def2-TZVPD.

The calculation puts the HOMO energy at -8.99 eV. As for the net charge: 0. The calculation puts the LUMO energy at 0.035 hartree. Its structure (SMILES) is CCN(C)C.O. The calculated total energy is -290.1726 a.u. Its gap between HOMO and LUMO is 9.956 eV.

```
19
Properties=species:S:1:pos:R:3:nbo_charge:R:1
C 0.891 1.126 0.401 -0.4207
H -2.171 -0.673 2.111 0.2185
H -1.963 0.981 0.066 0.1651
C -1.343 0.000 1.843 -0.6291
H 0.503 2.142 0.486 0.1628
C -1.342 0.110 0.319 -0.2126
O 1.865 -1.978 -0.457 -0.9696
H 1.843 1.165 -0.122 0.2086
H -0.995 0.270 -2.214 0.2010
N -0.026 0.262 -0.331 -0.4600
H 1.236 -1.264 -0.671 0.4891
H 0.674 0.727 -2.263 0.2040
C -0.223 0.817 -1.661 -0.4181
H -0.549 1.859 -1.640 0.1688
H 1.048 0.778 1.414 0.2086
H -1.780 -0.787 -0.109 0.1950
H -0.444 -0.414 2.285 0.2188
H -1.541 0.964 2.300 0.2082
H 1.476 -2.789 -0.810 0.4617
```


This record from the OMol25 dataset describes a molecular structure, C3H4O3Ru at a distorted geometry. The level of theory is ωB97M-V/def2-TZVPD.

The calculation puts the HOMO energy (alpha / beta) at -12.53 / -14.18 eV. Its multiplicity is 6. As for the net charge: +1. The calculation puts the LUMO energy (alpha / beta) at -0.213 / -0.229 hartree. Its expectation value of S² is 8.77. The calculated total energy is -436.7182 a.u. Its gap between HOMO and LUMO (alpha / beta) is 6.743 / 7.963 eV.

```
11
Properties=species:S:1:pos:R:3:nbo_charge:R:1
Ru 0.387 1.429 -0.043 1.2589
C -1.837 -0.133 -0.212 -0.2090
H -0.939 -1.628 1.146 0.2083
O -1.468 1.197 -0.164 -0.6783
H -2.174 -0.440 -1.228 0.2434
O 2.918 0.686 0.325 -0.7145
H 3.871 0.727 0.156 0.5427
C 2.238 0.235 -0.728 0.2996
O 0.456 -0.609 0.095 -0.6382
H -2.693 -0.360 0.463 0.2340
C -0.760 -1.104 0.189 0.4531
```


This record from the OMol25 dataset describes 2 unconnected molecules or ions with the total composition C5H14NO at a distorted geometry. The level of theory is ωB97M-V/def2-TZVPD.

The calculation puts the HOMO energy at -14.27 eV. As for the net charge: +1. The calculation puts the LUMO energy at -0.125 hartree. The calculated total energy is -328.6419 a.u. Its gap between HOMO and LUMO is 10.883 eV.

```
21
Properties=species:S:1:pos:R:3:nbo_charge:R:1
H -2.475 0.733 -0.457 0.2046
H -1.607 2.527 -2.296 0.2372
H 3.246 0.992 1.732 0.4917
H -2.677 0.400 -2.186 0.2250
H -0.759 -0.990 -2.270 0.2396
C 0.065 -1.489 0.745 -0.1199
H -0.627 -2.302 0.919 0.2237
C -1.076 1.775 -1.726 -0.6227
N 0.956 -1.237 1.896 -0.6932
H 0.493 -1.591 2.734 0.4411
C -0.077 -0.648 -0.261 -0.0927
H 1.093 -0.226 2.049 0.4783
O 2.342 1.207 1.465 -0.9813
H 0.587 0.217 -0.308 0.2244
C -1.150 -0.748 -1.286 -0.4417
H -0.754 2.272 -0.806 0.1993
H 1.863 -1.702 1.794 0.4411
H -0.169 1.490 -2.265 0.2032
H -1.854 -1.532 -0.993 0.2206
H 2.400 2.121 1.161 0.5067
C -1.950 0.571 -1.393 -0.3851
```


This record from the OMol25 dataset describes a molecular structure, C25H49IrNOP3 at a distorted geometry. The level of theory is ωB97M-V/def2-TZVPD.

The calculation puts the HOMO energy (alpha / beta) at -15.15 / -18.15 eV. Its multiplicity is 6. As for the net charge: +3. The calculation puts the LUMO energy (alpha / beta) at -0.317 / -0.471 hartree. Its expectation value of S² is 8.78. The calculated total energy is -2239.0960 a.u. Its gap between HOMO and LUMO (alpha / beta) is 6.525 / 5.349 eV.

```
80
Properties=species:S:1:pos:R:3:lowdin_charge:R:1
H 0.312 0.998 6.610 0.1418
C 1.428 -2.732 -2.643 -0.2603
H -1.047 -3.677 -1.452 0.1090
H 4.258 -3.764 0.316 0.1089
H -0.559 -1.426 2.896 0.1310
C -0.375 -3.804 -0.580 -0.4901
H -0.482 -2.347 -3.610 0.1556
H -1.837 -0.725 1.758 0.1169
H -2.797 2.616 0.474 0.0617
C -0.214 1.254 3.222 -0.2298
H 2.537 0.007 1.345 0.0107
C 0.534 -1.875 -3.543 -0.2606
H 0.707 4.122 1.049 0.1141
H -0.629 -5.961 -0.653 0.1097
H -1.640 -2.555 0.716 0.0225
P 0.851 -2.419 -0.903 0.9049
C -2.819 3.535 -2.179 -0.0766
H 0.839 -5.404 -1.498 0.0812
C 0.198 -5.228 -0.617 -0.0745
H 3.004 -2.550 2.238 0.1126
C 2.392 -2.663 0.151 -0.5039
C -0.764 -0.974 1.901 -0.3349
H 2.846 -4.813 0.040 0.0788
H -4.187 1.909 -0.391 0.1111
H 0.188 0.287 -4.970 0.1543
C -1.611 -0.948 -1.390 -0.4884
P -0.589 1.763 -1.648 0.8771
C -0.962 2.457 5.696 0.0707
H -1.315 0.073 -4.041 0.1552
C 1.917 0.648 1.985 -0.1984
H 0.917 -0.092 4.522 0.1199
C -1.216 -3.570 0.687 -0.1087
H -3.910 3.570 -2.352 0.1083
H -0.754 2.500 -4.038 0.1104
P 0.132 0.368 1.599 0.8196
H 2.942 -1.730 -0.085 0.0856
Ir -0.003 -0.331 -1.030 0.9444
C -0.132 1.801 -3.450 -0.2642
H -0.096 2.528 1.154 -0.0362
H 2.826 0.891 -1.430 0.0788
C -0.233 0.353 -3.940 -0.2613
H 1.181 5.173 -1.277 0.1061
C 0.429 4.490 -1.716 -0.0768
C -1.164 2.313 3.296 -0.0094
H -0.538 5.017 -1.712 0.0770
H -2.790 1.385 -2.354 0.1070
H -1.246 2.918 6.634 0.1538
H 2.469 -2.366 -2.709 0.1059
H -0.618 -3.714 1.602 0.0833
H -1.690 2.680 2.437 0.0853
H -2.820 0.873 0.105 0.0408
H 0.717 4.309 -2.765 0.0811
H 1.396 2.759 -0.885 0.0728
H -2.322 3.776 -3.134 0.0815
N 0.505 -0.514 -3.040 -0.1359
C 0.376 3.192 -0.893 -0.5116
O -2.672 -1.364 -1.675 0.1548
H 1.591 -3.596 1.964 0.0940
C -3.088 1.868 -0.282 -0.0965
C -0.080 1.379 5.676 0.0355
H 2.180 1.700 1.758 0.0830
H 2.260 0.412 3.004 0.0721
C -0.032 3.457 0.566 -0.1286
H 3.531 -3.864 -1.308 0.0818
C 0.277 0.775 4.466 -0.0235
H -2.233 3.724 4.519 0.1422
H -0.265 -1.377 1.068 -0.0967
C 2.071 -2.652 1.655 -0.1028
H 1.401 -1.821 1.929 0.0055
C -1.512 2.913 4.506 0.0269
H 2.732 0.766 -0.642 0.0235
H -1.012 3.963 0.616 0.0882
H 0.789 -5.445 0.289 0.0836
C -2.426 2.151 -1.641 -0.5039
C 3.299 -3.846 -0.230 -0.0725
H 0.938 -1.893 -4.581 0.1543
H 1.416 -3.802 -2.914 0.1109
H -2.577 4.330 -1.453 0.0817
H 0.920 2.132 -3.511 0.1032
H -2.052 -4.292 0.715 0.1153
```


This record from the OMol25 dataset describes 2 unconnected molecules or ions with the total composition C5H13N3O2 at a distorted geometry. The level of theory is ωB97M-V/def2-TZVPD.

The calculation puts the HOMO energy at -8.57 eV. As for the net charge: 0. The calculation puts the LUMO energy at 0.012 hartree. Its structure (SMILES) is CCN=C(N)N.CC(=O)O. The calculated total energy is -512.9593 a.u. Its gap between HOMO and LUMO is 8.905 eV.

```
23
Properties=species:S:1:pos:R:3:nbo_charge:R:1
C 0.075 0.509 2.109 -0.2553
C -0.025 -0.481 3.222 -0.6622
H 0.982 1.130 2.661 0.1960
H -1.271 -2.534 0.116 0.3894
H -1.549 1.411 -2.353 0.2274
H 0.308 -0.322 4.300 0.2383
H -1.819 -1.255 1.010 0.3861
C 0.469 1.425 -2.669 0.8017
H 0.967 -1.131 3.059 0.2135
N 0.612 0.050 0.840 -0.5684
O 1.567 1.975 -2.927 -0.5648
H -0.818 3.171 -2.418 0.2574
H 0.399 -1.611 -1.687 0.3827
C -0.695 2.127 -1.985 -0.7391
H -0.869 1.116 1.804 0.1807
N 0.925 -1.645 -0.802 -0.8499
H 1.888 -1.460 -0.907 0.3977
H -0.872 -1.140 3.036 0.1983
H -0.554 1.949 -0.906 0.2768
H 0.810 -0.480 -3.596 0.5144
C 0.103 -1.029 0.221 0.5733
O 0.344 -0.003 -2.725 -0.7741
N -0.977 -1.772 0.597 -0.8198
```


This record from the OMol25 dataset describes C12H8O3 in the gas phase at a distorted geometry. The level of theory is ωB97M-V/def2-TZVPD.

The calculation puts the HOMO energy at -9.96 eV. As for the net charge: 0. The calculation puts the LUMO energy at -0.019 hartree. Its structure (SMILES) is O=C1OC(=O)[C@@H]2C=CCc3cccc1c32. The calculated total energy is -687.7556 a.u. Its gap between HOMO and LUMO is 9.445 eV.

```
23
Properties=species:S:1:pos:R:3:nbo_charge:R:1
C 0.628 -0.272 2.568 0.7677
H -1.273 -1.055 -1.909 0.2172
H 2.350 -1.416 -1.855 0.2375
C -1.632 1.566 -0.402 -0.1645
H -1.271 0.319 -2.950 0.2281
C 0.789 -1.249 -0.112 -0.4196
H -2.110 1.958 -1.323 0.2228
C -0.797 0.532 -0.700 0.0017
H 1.218 -0.236 -3.392 0.2236
O 2.946 -1.962 0.745 -0.5161
O 0.507 -0.064 3.866 -0.5635
C -0.050 -0.067 0.277 0.0219
C -0.166 0.387 1.583 -0.1951
H 0.208 -2.150 -0.224 0.2751
C -0.749 -0.142 -2.056 -0.4684
H -0.955 1.623 3.004 0.2600
H -2.538 2.707 0.964 0.2213
O 1.708 -0.994 2.157 -0.4671
C -1.035 1.413 1.962 -0.1374
C -1.754 2.021 0.897 -0.2037
C 1.335 -1.113 -1.529 -0.1681
C 1.900 -1.396 0.896 0.8022
C 0.741 -0.409 -2.466 -0.1754
```


This record from the OMol25 dataset describes 10 unconnected molecules or ions with the total composition C26H75F6N5O9P at a distorted geometry. The level of theory is ωB97M-V/def2-TZVPD.

The calculation puts the HOMO energy at -7.00 eV. As for the net charge: -1. The calculation puts the LUMO energy at 0.086 hartree. The calculated total energy is -2927.3249 a.u. Its gap between HOMO and LUMO is 9.345 eV.

```
122
Properties=species:S:1:pos:R:3:lowdin_charge:R:1
H -3.332 -0.104 2.152 0.0676
H 0.296 4.859 -1.368 0.1171
H -1.211 -0.713 6.334 0.0655
C 0.669 4.722 -3.460 -0.2191
H 1.384 4.191 -4.105 0.1192
H 0.479 4.994 2.829 0.0645
H -2.307 -4.106 -5.635 0.1322
H 0.449 -5.148 -2.239 0.0820
H -0.949 -2.420 7.017 0.0678
H 0.782 1.645 4.039 -0.0181
H 1.825 2.000 -3.003 0.0241
H -2.865 4.645 1.567 0.0709
O -0.092 1.365 4.382 -0.1030
C -0.564 -2.222 4.935 -0.3589
C -0.012 -5.997 -1.725 -0.0988
H 1.299 -6.235 3.502 0.0763
H -0.317 4.352 -3.780 0.1328
H 5.011 -0.042 5.673 0.0920
H -3.297 -2.579 -7.174 0.0655
H 1.466 -2.074 -4.210 0.0857
H 0.951 -7.128 2.030 0.0734
H 4.196 -0.322 -1.910 0.0723
C -3.885 -1.025 2.347 -0.1031
H -2.768 0.244 -1.345 0.0435
C -5.286 -0.777 0.450 -0.2115
H 4.190 1.773 -3.195 0.0944
C 4.206 2.073 4.356 -0.2025
H -6.150 1.696 -0.276 0.0691
H -2.059 -1.794 -3.592 0.1225
C 2.387 4.671 -1.618 -0.0404
N 0.759 2.875 -1.799 0.0580
O -4.522 -1.661 1.257 -0.1765
C 0.765 -6.187 2.554 -0.0626
N -4.077 -3.400 -4.779 0.0289
H -0.539 0.997 3.602 -0.0109
H 3.354 0.471 3.080 0.1394
F 0.983 -1.069 1.010 -0.1520
H 1.763 1.763 2.151 0.0438
H 4.085 1.418 0.951 0.0634
C 4.399 1.927 1.863 -0.0524
H 1.801 -3.409 2.736 0.0951
O 0.507 -6.105 -0.411 -0.1922
H -1.094 -5.834 -1.703 0.0871
H -4.679 -0.691 3.036 0.0900
F -1.146 -1.345 0.348 -0.1554
F -1.369 0.930 0.084 -0.1518
H -0.181 2.547 -1.984 0.0985
C -0.744 4.102 1.568 -0.3059
O 2.251 1.643 -3.824 -0.1226
N -3.593 -0.340 -1.270 0.0520
H -0.214 3.163 1.762 0.0781
H 4.392 3.001 1.680 0.0760
C -2.697 -3.184 -5.193 -0.4366
H 0.197 -6.949 -2.206 0.0854
F 0.293 -0.168 -1.010 -0.1454
C -2.229 3.754 1.575 -0.0698
C 1.065 6.475 -4.941 -0.1084
C -1.297 -1.789 6.198 -0.0896
C -1.791 -2.749 -4.060 -0.2075
H 4.325 3.159 4.337 0.1295
H 3.065 0.850 -1.318 0.0499
H 2.121 -5.072 1.345 0.1371
O -0.476 -2.781 -4.586 -0.2036
H 2.009 6.130 -5.371 0.0878
O -0.751 -3.608 4.745 -0.1127
H 3.901 0.405 -4.219 0.1002
O 0.805 6.110 -3.598 -0.1793
C 5.648 0.243 4.827 -0.1147
H 5.443 1.611 1.991 0.0739
P -0.169 -0.047 0.529 0.2051
H -0.345 -3.835 3.886 0.0257
H 2.594 5.728 -1.799 0.0767
H 0.117 -1.012 -3.976 0.0930
C 3.441 1.001 -3.429 -0.3358
H 2.605 4.486 -0.566 0.0712
H 0.783 -2.926 1.730 0.0475
H 0.405 -2.207 -2.734 0.0741
H -5.887 -1.412 -0.208 0.1279
H -4.765 2.190 -1.279 0.0689
H -3.107 -1.247 -6.019 0.0780
H 5.311 -0.314 3.943 0.0815
C 0.214 -4.982 0.388 -0.2056
C 3.249 0.169 -2.151 -0.0799
O 5.535 1.619 4.568 -0.2015
H -6.110 -0.332 1.029 0.1181
F 0.871 1.210 0.695 -0.1871
H -0.843 -4.961 0.686 0.1389
H -0.343 4.505 0.636 0.0900
H -4.359 -2.645 -4.159 0.0692
H 0.426 -4.075 -0.192 0.1207
H 3.109 4.152 -2.258 0.0791
H 6.685 -0.023 5.020 0.0854
H -3.247 -1.158 -0.769 0.0553
H -1.818 -3.453 -3.218 0.1217
H 3.594 1.889 5.248 0.1278
H -5.994 0.990 -1.767 0.0721
C 0.969 4.292 -2.027 -0.4213
H 0.493 -1.947 5.028 0.1047
H -3.835 0.755 0.487 0.1021
H 2.366 3.221 2.885 0.0770
H 0.262 6.056 -5.558 0.0864
C 0.453 -2.051 -3.817 -0.1120
N 0.918 -3.728 2.341 0.0448
H 2.418 -0.526 -2.235 0.0501
H -2.470 3.224 2.493 0.0798
H -3.261 -1.750 2.861 0.0880
H 1.033 7.562 -4.968 0.0844
H -2.484 3.234 0.652 0.0574
H -1.683 -2.012 -6.788 0.0706
C -5.359 1.339 -0.949 -0.0698
H -0.967 -1.644 4.096 0.0878
C 3.559 1.540 3.092 -0.3903
C -2.674 -2.188 -6.368 -0.0703
H -4.778 -3.392 -5.506 0.0590
H -0.304 -6.231 2.789 0.0827
C -4.476 0.297 -0.270 -0.4366
O -0.469 4.937 2.693 -0.0796
H -2.359 -2.016 6.066 0.0671
F -0.656 0.145 2.061 -0.1602
C 1.070 -5.008 1.655 -0.4188
N 2.255 2.222 2.915 0.0347
H 1.004 2.576 -0.865 0.0571
```


Number 1: M 340.8 g/mol. Number 2: M 91.2 g/mol. Number 3: M 189.1 g/mol. Number 4: M 104.2 g/mol. Number 5: M 664.8 g/mol. Number 6: M 147.2 g/mol. Number 7: M 200.2 g/mol. Number 8: M 746.9 g/mol.